Computed, not measured: the molecule C6H4BrClN2, with ωB97M-V/def2-TZVPD.

The geometry in XYZ format:
```
14
Properties=species:S:1:pos:R:3:forces:R:3
N 0.910 3.845 1.045 0.109 0.265 0.096
H 0.671 -2.885 -0.734 0.179 0.141 0.025
C -1.429 -0.276 -0.011 -0.120 -0.824 -0.353
N 1.428 -1.159 0.158 -0.809 0.425 0.283
C 0.609 2.865 0.530 0.042 0.335 0.151
C 0.500 -1.878 -0.336 1.312 -0.694 0.022
C 0.212 1.646 -0.068 -0.587 -0.965 -0.178
Cl 1.159 1.145 -1.411 -0.121 0.306 -0.048
H -1.425 1.482 1.176 0.132 0.082 0.036
C -0.856 0.972 0.404 0.685 0.695 0.034
H -2.513 -0.269 0.027 -0.029 -0.043 -0.046
C -0.872 -1.456 -0.354 -0.842 0.690 0.180
H -1.553 -2.256 -0.616 -0.119 0.027 -0.047
Br 3.158 -1.774 0.191 0.167 -0.439 -0.155
```
Positions in Å, forces in eV/Å.

Its energy relative to the best compared isomer or geometry (same formula, charge and spin) is 28.4 kJ/mol. Its total charge is 0. The total energy comes out at -91829.019 eV. The lowest unoccupied orbital energy comes out at -0.0387 Eh.

***

Computed, not measured: a cluster of 9 separate species, C34H77NO12S9 in total, with ωB97M-V/def2-TZVPD.

The geometry in XYZ format:
```
133
Properties=species:S:1:pos:R:3:forces:R:3
H 1.014 -0.737 4.704 -0.085 0.000 0.000
H 6.742 -4.577 6.504 -0.025 0.013 -0.013
S -3.973 3.730 3.452 0.110 -0.083 0.019
H 1.446 1.917 -6.080 -0.006 -0.010 -0.009
C 1.722 -2.612 3.956 -0.086 0.256 0.042
H -2.161 -1.319 -2.859 0.026 -0.014 0.008
H 6.573 -6.773 7.878 -0.009 -0.002 0.001
H 1.410 0.574 -1.024 -0.112 0.073 -0.074
C -3.434 5.410 3.129 0.038 0.092 0.020
C -2.180 -1.920 -3.769 -0.016 0.104 0.037
C -1.013 1.676 5.062 -0.034 0.087 -0.407
H -6.937 9.136 3.354 -0.004 -0.032 -0.003
H -0.635 2.426 0.444 0.029 0.045 0.002
C 6.716 -3.968 7.406 0.088 0.019 -0.007
H -6.126 4.627 3.071 0.026 -0.132 -0.093
C -4.366 -3.157 -2.811 -0.056 0.083 -0.018
H -2.946 0.797 4.664 -0.036 -0.058 0.049
H 1.107 -3.754 5.692 -0.021 -0.071 -0.112
H 1.078 -5.671 -5.706 0.021 0.054 -0.050
H -0.052 -0.885 -0.041 -0.107 0.014 0.124
O 5.728 -3.934 9.858 0.023 0.006 0.026
C 6.539 -6.227 8.820 0.043 -0.051 -0.003
C 4.264 -5.620 -10.982 0.078 -0.012 0.002
H 4.723 -4.678 -10.684 -0.032 0.015 -0.002
O -6.707 6.401 3.962 -0.007 0.154 0.052
C 1.960 -3.709 5.010 0.040 0.218 0.309
H -0.249 1.513 5.830 -0.103 -0.189 0.014
O 0.681 4.131 -6.587 0.029 0.039 -0.027
O -2.885 -4.290 -4.687 -0.030 -0.006 -0.038
H 2.814 1.115 -5.259 -0.007 -0.017 0.025
H 4.434 -4.153 4.495 -0.044 0.082 -0.090
H -2.206 4.325 -6.221 0.017 -0.019 -0.002
N -1.156 -0.161 3.325 0.305 -0.027 0.245
H 4.019 -6.208 -10.100 -0.025 -0.001 -0.004
H -3.202 0.247 7.323 -0.057 -0.141 -0.108
C -9.118 7.464 3.896 -0.060 0.032 -0.033
H -2.315 -0.878 6.273 0.047 -0.007 0.074
C 0.319 -0.178 0.708 0.098 -0.354 -0.649
H -0.190 -4.798 -4.801 -0.041 0.034 -0.024
H -4.284 -2.536 -1.919 0.006 -0.010 0.006
H -3.385 5.571 2.052 -0.002 -0.033 -0.006
C 0.084 -5.225 -5.762 0.094 -0.093 0.035
O 0.396 -4.343 2.515 0.145 0.175 -0.101
S -2.721 -3.585 -3.386 0.088 -0.077 0.075
H -2.125 5.198 -4.671 -0.005 -0.015 0.002
C 3.210 -3.420 5.832 0.153 -0.100 -0.101
H 2.045 -4.695 4.546 0.036 0.025 0.030
H -2.446 5.530 3.571 0.002 -0.028 0.003
H -0.526 4.750 1.137 0.079 0.010 0.010
H -1.453 0.297 7.279 -0.036 -0.041 -0.036
C 2.786 4.049 1.088 0.041 0.185 0.058
H -1.444 5.936 -6.158 0.025 -0.011 -0.007
H -0.660 -5.969 -6.041 -0.055 0.038 0.020
H -8.925 7.725 2.855 0.031 -0.008 0.005
S 0.707 0.336 -4.471 -0.017 -0.026 -0.074
C -6.980 8.981 4.432 0.002 0.073 -0.021
H 3.344 -4.178 6.610 -0.131 0.004 0.018
H -4.143 6.097 3.592 -0.025 -0.012 -0.009
H 3.749 4.513 1.272 -0.015 -0.066 -0.024
H -6.011 2.893 2.615 0.024 -0.007 0.029
C 0.771 -1.008 1.897 -0.079 0.082 -0.096
H -9.617 6.499 3.951 0.017 -0.012 0.016
H 3.973 -3.429 -12.697 -0.018 -0.005 0.028
C 1.627 4.794 1.258 0.038 0.044 0.005
H 1.584 -5.375 -8.125 0.008 0.031 0.028
S 2.729 -5.284 -11.851 -0.013 0.002 0.003
C -0.247 -1.246 3.032 -0.055 -0.005 0.223
H -5.985 9.076 4.862 0.000 -0.023 0.013
H 2.408 0.205 0.375 -0.018 -0.089 -0.207
H 4.929 -6.190 -11.630 -0.001 -0.010 0.006
O 0.783 1.248 -3.289 0.051 -0.016 0.077
H 2.641 -2.028 3.865 0.065 -0.204 -0.248
H -0.836 1.871 2.942 0.012 -0.090 0.018
H -7.652 9.700 4.901 0.007 0.002 0.010
S 5.599 -4.711 8.599 -0.026 -0.010 -0.052
H 1.886 0.248 -6.530 -0.008 -0.031 0.021
C 0.400 4.197 1.015 -0.099 -0.067 -0.007
H -4.879 -4.084 -2.568 0.021 -0.017 -0.006
S 1.524 -3.459 2.393 -0.192 -0.397 0.221
H 3.127 -2.449 6.327 0.019 -0.031 -0.036
H -1.173 -1.995 -4.174 -0.014 -0.005 -0.046
O 1.228 -3.006 -6.638 0.043 -0.017 0.034
H 0.103 5.735 -3.457 0.011 -0.023 0.012
H 1.696 -0.583 2.304 -0.091 0.141 0.030
C 0.680 5.570 -4.366 0.029 0.063 0.028
C 1.453 0.640 0.063 0.084 0.154 0.408
C 2.716 2.720 0.698 0.114 0.051 0.049
H -2.930 2.044 5.893 -0.071 -0.093 -0.058
H 0.737 -4.281 -9.240 -0.010 0.006 0.124
S -0.040 4.206 -5.284 -0.092 -0.091 0.067
H 4.141 -4.882 -13.737 -0.008 -0.004 -0.006
H -0.089 -2.057 5.041 -0.094 -0.001 -0.155
H -4.899 -2.631 -3.602 0.017 -0.012 -0.017
H 2.643 -3.920 -13.777 -0.019 -0.010 0.013
H -0.131 -5.675 -8.560 -0.010 0.006 0.019
S -7.561 7.319 4.772 0.023 -0.051 0.022
S 0.087 -3.911 -6.983 -0.125 -0.001 -0.007
H 7.544 -5.980 9.161 -0.011 0.026 0.011
H -0.524 0.459 0.965 0.062 -0.005 0.158
C 1.492 2.100 0.473 -0.082 -0.030 0.000
H -9.733 8.223 4.379 -0.008 -0.008 0.006
H 1.697 5.284 -4.106 -0.005 -0.031 0.002
H 3.636 2.160 0.569 -0.047 -0.049 0.020
C -1.614 5.007 -5.615 -0.036 0.075 -0.014
C 1.833 0.968 -5.713 0.022 0.056 -0.058
H -2.843 -1.474 -4.510 -0.004 -0.050 -0.026
H 2.652 -0.818 -3.733 -0.023 0.034 0.031
H 0.536 1.066 3.659 -0.031 0.011 -0.010
O 1.947 -4.364 -10.982 0.099 0.002 -0.218
H 6.028 -6.824 9.573 -0.017 0.018 0.007
C 0.625 -4.913 -8.364 -0.075 -0.034 0.040
O 4.381 -3.347 5.022 -0.039 0.008 0.103
H -1.830 -0.036 2.585 -0.042 -0.052 0.021
C 1.663 -1.125 -4.073 0.074 -0.046 0.055
C -2.341 0.142 6.659 0.063 -0.016 -0.189
H 1.146 -1.654 -3.272 0.004 0.032 0.028
O 2.789 -4.017 2.013 -0.083 0.107 -0.069
H 0.689 6.463 -4.991 -0.002 -0.022 -0.025
O -3.081 2.832 2.658 -0.031 0.037 -0.061
H -5.326 4.135 1.535 0.039 -0.008 0.009
H 1.683 5.826 1.581 0.004 -0.024 -0.026
C 0.560 -1.634 4.273 0.100 -0.313 0.139
C -0.557 1.128 3.691 -0.111 0.192 -0.065
C -5.522 3.865 2.573 -0.132 -0.001 -0.052
C 0.339 2.868 0.625 -0.076 -0.153 -0.087
H -1.078 2.762 4.940 0.112 -0.037 0.053
H 6.328 -2.982 7.161 -0.035 -0.011 -0.013
H 1.726 -1.763 -4.955 -0.044 -0.007 -0.003
H 7.707 -3.884 7.852 -0.019 -0.002 0.033
O 1.151 -2.323 1.355 0.289 0.147 0.178
C -2.388 1.169 5.520 0.084 0.536 0.579
C 3.455 -4.275 -13.147 0.050 0.031 -0.048
H -0.850 -2.121 2.770 -0.019 0.144 -0.232
```
Positions in Å, forces in eV/Å.

Its total charge is 0. The total energy comes out at -160077.623 eV. The lowest unoccupied orbital energy comes out at 0.0123 Eh.

***

Computed, not measured: the molecule C18H27N3O2S, with ωB97M-V/def2-TZVPD.

The geometry in XYZ format:
```
51
Properties=species:S:1:pos:R:3:forces:R:3
C -4.506 0.868 0.415 -0.292 -0.141 -0.035
C -6.830 -1.187 1.645 0.111 0.116 -0.389
O -5.849 -0.924 -0.581 0.178 -0.072 -0.151
H -1.003 2.508 0.469 0.126 -0.124 -0.159
H 3.664 -3.218 1.361 -0.009 -0.003 0.124
C 0.192 1.507 -0.830 0.272 0.566 0.205
H -7.804 -1.117 -0.278 0.079 0.151 0.065
H 0.962 3.419 -0.160 -0.031 0.065 0.002
C -3.276 1.500 0.467 0.245 -0.062 -0.150
H -3.770 -1.505 -1.855 -0.011 -0.107 -0.087
C -6.967 -0.631 0.230 -0.272 -0.007 0.339
C -2.393 -0.031 -1.150 0.114 -0.015 -0.062
H 1.560 -2.135 2.671 -0.043 -0.129 0.077
N 4.128 -0.891 0.031 -0.020 -0.190 0.031
C 2.078 -1.204 2.457 -0.141 0.136 -0.150
N -0.987 1.739 -0.187 -0.135 0.312 0.254
C -3.616 -0.661 -1.203 -0.351 0.069 0.222
C 1.670 -0.668 1.083 -0.179 -0.527 0.132
H 5.072 -0.918 -0.331 -0.108 0.181 0.071
H -5.305 1.247 1.032 -0.090 -0.012 0.049
C -4.691 -0.227 -0.423 0.255 -0.006 -0.105
H -1.577 -0.377 -1.762 0.019 -0.008 -0.022
H -7.159 0.449 0.252 0.004 -0.090 -0.070
C 3.281 -1.998 -0.400 -0.192 -0.433 -0.098
C 3.774 -3.278 0.283 -0.115 0.238 -0.072
C 1.819 -1.682 -0.054 -0.030 0.228 -0.021
H -7.736 -0.981 2.209 -0.092 0.019 0.095
C 1.901 1.830 0.971 -0.004 0.504 -0.079
H 1.336 -1.244 -0.930 0.012 -0.083 0.089
H 3.209 -4.133 -0.079 -0.058 -0.128 -0.049
H 2.767 -2.946 -2.278 -0.066 -0.123 -0.070
H 3.146 -1.227 -2.419 -0.039 0.082 -0.044
H -5.983 -0.740 2.159 0.034 0.019 0.096
C 3.699 0.366 0.289 0.064 0.114 0.209
C 1.313 2.401 -0.333 0.124 -0.256 0.076
H 3.151 -1.369 2.497 0.095 -0.054 0.028
O 0.360 0.648 -1.669 -0.014 -0.203 -0.229
H 2.711 2.487 1.304 -0.228 -0.095 0.031
C 3.420 -2.155 -1.921 -0.058 0.090 0.235
H 4.825 -3.440 0.055 0.136 -0.052 -0.021
H 0.615 -0.372 1.123 0.130 -0.001 -0.054
H 1.138 1.774 1.752 0.033 -0.054 0.002
C -2.208 1.062 -0.307 -0.312 -0.178 0.016
H -3.150 2.349 1.125 0.012 0.081 0.066
H 4.445 -2.404 -2.188 0.124 -0.054 -0.043
H 1.289 -2.599 0.203 -0.008 -0.073 -0.006
H 1.820 -0.480 3.228 -0.012 0.048 0.094
H 2.105 2.419 -1.082 -0.080 0.028 0.030
S 4.746 1.640 0.095 0.590 0.581 -0.194
H -6.677 -2.262 1.603 -0.005 -0.093 0.025
N 2.448 0.514 0.767 0.239 -0.258 -0.303
```
Positions in Å, forces in eV/Å.

Its energy relative to the best compared isomer or geometry (same formula, charge and spin) is 93.4 kJ/mol. Its total charge is 0. The total energy comes out at -38506.201 eV. The lowest unoccupied orbital energy comes out at 0.0197 Eh.

***

Computed, not measured: the ion C6H8N4S with charge +2, with ωB97M-V/def2-TZVPD.

The geometry in XYZ format:
```
19
Properties=species:S:1:pos:R:3:forces:R:3
N 1.451 0.420 0.165 -0.436 -1.051 -0.039
C 0.390 -0.506 0.198 -0.554 -1.004 0.713
S 4.067 -0.361 -0.459 -1.117 0.116 0.222
H -1.345 1.616 -0.953 0.025 -0.179 0.003
H -0.151 0.945 -2.078 -0.017 -0.131 0.043
H -0.466 1.725 1.487 -0.004 -0.163 -0.072
H -2.518 -1.555 -0.726 -0.078 0.008 -0.057
N -0.755 -0.359 -0.561 0.125 -0.708 0.441
C -1.035 0.712 -1.484 -0.365 0.982 -0.720
C -1.547 -1.390 -0.292 -0.275 0.072 -0.169
C 0.252 -1.663 0.927 0.666 0.832 -0.046
N -0.955 -2.183 0.597 -0.105 0.026 -0.160
C 0.402 2.259 1.101 -0.608 -0.108 0.428
H -1.345 -3.042 0.974 -0.035 0.067 -0.087
H 0.468 3.326 1.281 -0.012 0.023 0.013
N 1.375 1.772 0.477 1.245 1.093 -0.346
H -1.841 0.418 -2.154 0.074 -0.071 0.035
C 2.633 -0.016 -0.132 1.413 0.276 -0.328
H 0.920 -2.118 1.633 0.056 -0.079 0.125
```
Positions in Å, forces in eV/Å.

Its energy relative to the best compared isomer or geometry (same formula, charge and spin) is 0.0 kJ/mol. Its total charge is +2. The total energy comes out at -23127.685 eV. The lowest unoccupied orbital energy comes out at -0.3439 Eh.

***

Computed, not measured: the ion C21H19O6S2 with charge -1, with ωB97M-V/def2-TZVPD.

The geometry in XYZ format:
```
48
Properties=species:S:1:pos:R:3:forces:R:3
O -3.811 -4.049 4.104 0.168 0.094 -0.029
C -2.479 -2.160 2.738 -1.515 -1.074 1.119
C -5.125 -1.687 5.837 0.152 -0.009 0.351
H 2.732 -1.684 -0.730 -0.201 0.009 0.061
H 2.336 -0.757 1.561 -0.128 -0.053 -0.262
C 1.721 -1.654 -0.322 -0.089 -0.034 -0.023
H -5.971 -4.217 2.852 0.016 0.051 -0.316
H -6.793 -5.202 -1.282 0.145 0.024 0.221
H -0.961 -3.759 4.587 -0.179 0.156 -0.037
H -2.576 -0.583 1.491 1.143 0.571 0.469
C -5.641 -4.437 1.839 0.205 0.051 -0.187
H -7.605 -4.804 1.062 0.260 0.039 -0.185
O -3.941 0.252 2.793 -0.250 -0.468 0.413
H 0.001 -0.630 2.449 0.229 -0.105 -0.260
H -5.876 -2.129 7.801 0.177 0.216 -0.049
C 1.507 -1.129 0.957 -0.475 0.071 -0.037
C 0.205 -1.075 1.477 0.668 -0.098 -0.365
C -3.802 -4.772 0.292 -0.059 0.249 -0.264
C -4.708 -5.031 -0.735 0.045 -0.090 0.425
C -6.541 -4.761 0.821 0.010 -0.066 0.032
H -4.542 -0.320 8.908 0.072 -0.074 -0.279
C -6.085 -5.012 -0.474 0.195 0.066 0.212
C -0.645 -2.136 -0.525 0.366 0.040 0.107
H -0.198 -2.250 5.141 -0.189 0.002 -0.096
O -1.417 -1.978 3.538 0.232 -0.229 1.485
H -1.496 -2.537 -1.078 0.097 0.169 0.287
C -1.130 -2.700 4.793 -0.199 0.443 -0.691
H -5.686 -2.470 5.332 0.125 0.192 0.101
C -0.852 -1.625 0.760 -0.677 -0.504 0.671
C -3.597 0.318 7.069 -0.157 -0.100 -0.125
H -2.872 0.748 5.059 -0.186 -0.105 0.154
H -2.989 1.092 7.538 -0.223 -0.191 -0.047
C -4.285 -4.378 1.540 -0.367 -0.148 0.053
C -5.211 -1.490 7.219 0.074 0.162 -0.193
O -1.956 -4.730 2.558 0.104 0.100 0.326
C 0.643 -2.133 -1.078 -0.122 0.174 0.509
S -3.131 -3.922 2.827 0.262 -0.538 -0.763
H -1.916 -2.556 5.538 -0.015 -0.035 -0.216
C -4.456 -0.484 7.833 0.030 -0.055 -0.238
H -2.729 -4.831 0.118 -0.314 0.219 0.056
S -4.207 -1.094 3.291 0.623 0.673 -0.137
H -4.326 -5.233 -1.736 -0.168 -0.036 0.254
C -2.319 -1.655 1.353 1.616 2.785 -1.196
C -4.277 -0.872 5.100 0.192 -0.259 -0.552
H 0.798 -2.516 -2.087 0.036 0.066 0.234
O -5.445 -1.749 2.925 0.261 -0.011 0.197
C -3.519 0.136 5.686 0.079 -0.177 0.282
O -3.215 -2.074 0.533 -2.067 -2.160 -1.473
```
Positions in Å, forces in eV/Å.

Its energy relative to the best compared isomer or geometry (same formula, charge and spin) is 0.0 kJ/mol. Its total charge is -1. The total energy comes out at -56038.519 eV. The lowest unoccupied orbital energy comes out at 0.1007 Eh.

***

The records above yield HOMO level values of -0.34414; -0.30621; -0.28867; -0.66782; -0.13326 Ha, respectively.
The records above yield strongest force on any atom values of 0.029; 0.015; 0.017; 0.033; 0.067 Eh/bohr, respectively.
The records above yield gap between HOMO and LUMO values of 8.31; 8.67; 8.39; 8.81; 6.37 eV, respectively.